Entry 1:
{"formula": "CH4N3O2", "method": "ωB97M-V/def2-TZVPD", "elements": ["C", "N", "N", "N", "O", "O", "H", "H", "H", "H"], "positions_angstrom": [[0.837050, -0.541931, -1.018267], [-0.114284, -0.837813, 1.186655], [-0.715183, 1.321381, -0.081577], [0.302871, -0.028858, 0.115148], [-1.245826, 1.532177, 1.022858], [1.432090, -1.640953, -1.164928], [0.787299, 0.150568, -1.932241], [-0.513972, -1.628510, 0.659803], [-0.937206, -0.417971, 1.515529], [0.167160, 2.091910, -0.302979]], "atomic_forces_ev_per_a": [[0.93, -0.76, -0.87], [1.31, -2.11, -1.90], [2.19, 1.32, 0.84], [0.13, -0.01, -0.76], [-0.66, 0.01, -0.62], [-1.29, 1.21, 0.54], [-0.02, -0.39, 1.52], [0.32, -0.53, 0.65], [-1.23, 1.49, 0.93], [-1.66, -0.22, -0.32]], "mulliken_spin": [0.5709, 0.2909, 1.2523, -0.0321, 0.4047, -0.0924, -0.1222, -0.0063, -0.1073, -0.1584], "charge": -1, "orbital_gap_ev": [3.9, 8.3], "mol_weight_g_mol": 90.1, "multiplicity": 3, "fmax_ev_per_a": 3.13, "energy_ev": -9661.0259, "s2": 2.007, "relative_energy_ev": 1.060, "homo_ev": [0.5, -4.8]}

Entry 2:
{"formula": "C8H9NO2", "method": "ωB97M-V/def2-TZVPD", "elements": ["C", "C", "C", "C", "C", "C", "C", "C", "N", "O", "O", "H", "H", "H", "H", "H", "H", "H", "H", "H"], "positions_angstrom": [[-3.101570, 2.327988, 0.184357], [0.067638, 1.713252, -0.838661], [-2.948312, 1.162150, -0.327445], [0.572922, 0.779418, -0.261828], [0.822476, -1.237386, 1.145943], [3.375097, -1.562042, -0.120454], [-2.564807, 0.052415, -0.803284], [1.281790, -0.388977, -0.007116], [2.484149, -0.512069, -0.475552], [-0.492738, -1.244232, 1.391297], [1.457175, -2.086690, 1.715366], [-4.053311, 2.715023, 0.394783], [-0.060553, 2.734306, -1.012633], [4.270965, -1.280784, 0.488819], [2.890878, -2.515090, 0.293979], [3.771752, -1.887878, -1.087818], [-2.160712, -0.039139, -1.840428], [-2.541331, -0.919871, -0.402402], [-0.903046, -0.503650, 0.926869], [-2.168454, 2.693249, 0.636208]], "atomic_forces_ev_per_a": [[1.30, 0.01, 0.95], [1.04, -0.46, 1.36], [-0.27, 0.27, 0.38], [-0.99, 1.34, -2.12], [-0.76, -2.66, 0.12], [0.17, -2.85, -0.33], [1.02, -1.64, -3.21], [3.54, -1.14, 1.71], [-1.67, 1.07, 0.37], [-0.48, 0.98, -0.03], [0.54, 0.86, 0.13], [-0.95, 0.97, -0.02], [-0.68, 0.84, -0.58], [-1.06, 0.22, -0.33], [0.80, 1.64, -0.23], [0.40, 0.17, 0.04], [-0.57, 0.58, 0.62], [-0.33, -0.82, 1.29], [-0.41, 0.19, -0.09], [-0.66, 0.43, -0.02]], "mulliken_charge": [-0.7871, -0.6101, 0.5372, -0.2378, 0.8419, -0.7391, -0.9488, 0.6803, -0.4481, -0.4781, -0.5668, 0.2978, 0.4216, 0.2588, 0.2756, 0.3357, 0.2753, 0.4297, 0.2222, 0.2399], "orbital_gap_ev": 9.0, "mol_weight_g_mol": 151.2, "smiles": "C#C/C(=N/C)C(=O)O.C=C=C", "fmax_ev_per_a": 4.09, "energy_ev": -14021.2909, "relative_energy_ev": 5.602, "homo_ev": -9.8}

Entry 3:
{"formula": "C34H48N6O12", "method": "ωB97M-V/def2-TZVPD", "elements": ["C", "C", "C", "C", "C", "C", "N", "O", "C", "C", "C", "H", "H", "H", "H", "H", "H", "H", "H", "H", "H", "H", "H", "H", "H", "H", "H", "H", "H", "C", "O", "O", "O", "H", "C", "C", "C", "C", "C", "C", "N", "O", "O", "H", "H", "H", "H", "H", "C", "C", "C", "C", "C", "C", "N", "O", "O", "H", "H", "H", "H", "H", "C", "C", "C", "C", "C", "C", "N", "O", "O", "H", "H", "H", "H", "H", "C", "O", "N", "C", "C", "H", "H", "H", "H", "H", "H", "H", "C", "O", "N", "C", "C", "H", "H", "H", "H", "H", "H", "H"], "positions_angstrom": [[-4.855920, 1.078270, -1.607450], [-3.686920, 0.286270, -0.828450], [-2.824920, 1.215270, -0.000450], [-3.569920, 1.877270, 1.220550], [-3.918920, 0.607270, 2.109550], [-4.674920, -0.435730, 1.438550], [-4.305920, -0.705730, 0.064550], [-4.669920, -1.726730, -0.545450], [-6.283920, -0.064730, 1.462550], [-4.432920, -1.636730, 2.379550], [-2.688920, -0.386730, -1.917450], [-4.465920, 1.468270, -2.544450], [-5.231920, 2.010270, -1.282450], [-5.679920, 0.611270, -1.700450], [-2.639920, 2.104270, -0.693450], [-1.877920, 0.907270, 0.227550], [-4.496920, 2.374270, 0.965550], [-2.952920, 2.551270, 1.527550], [-4.266920, 0.993270, 3.015550], [-3.002920, 0.075270, 2.437550], [-6.641920, 0.596270, 0.878550], [-6.539920, 0.229270, 2.382550], [-7.031920, -0.860730, 0.971550], [-4.461920, -1.479730, 3.425550], [-3.517920, -2.207730, 2.219550], [-5.031920, -2.496730, 2.159550], [-3.165920, -1.139730, -2.473450], [-1.761920, -0.819730, -1.483450], [-2.154920, 0.374270, -2.559450], [-0.317920, -1.829730, 0.279550], [0.184080, -0.773730, -0.009450], [0.254080, -3.060730, -0.046450], [-1.332920, -1.940730, 0.940550], [0.736080, -2.658730, -0.725450], [2.762080, 0.182270, 2.562550], [3.801080, 1.146270, 3.141550], [5.209080, 0.444270, 3.540550], [5.449080, -1.054730, 3.446550], [4.397080, -1.878730, 2.585550], [3.066080, -1.164730, 2.291550], [6.738080, -1.745730, 3.792550], [6.926080, -2.865730, 3.354550], [7.525080, -1.075730, 4.501550], [1.966080, 0.552270, 2.123550], [3.672080, 2.418270, 3.251550], [5.935080, 1.081270, 3.828550], [4.776080, -2.893730, 2.436550], [2.260080, -1.745730, 1.845550], [-0.246920, 2.527270, -3.840450], [-0.008920, 3.925270, -4.158450], [0.789080, 4.729270, -3.125450], [1.214080, 4.124270, -1.820450], [0.868080, 2.676270, -1.462450], [0.210080, 1.876270, -2.667450], [1.985080, 4.959270, -0.838450], [2.281080, 4.258270, 0.245550], [2.110080, 6.168270, -0.989450], [-0.864920, 2.041270, -4.626450], [-0.303920, 4.402270, -4.937450], [1.102080, 5.799270, -3.509450], [1.135080, 1.965270, -0.537450], [-0.087920, 0.945270, -2.543450], [5.228080, 0.839270, -0.144450], [6.182080, -0.292730, -0.369450], [5.655080, -1.667730, -0.862450], [4.226080, -1.821730, -1.388450], [3.303080, -0.541730, -1.139450], [3.853080, 0.711270, -0.466450], [3.638080, -3.078730, -1.995450], [4.509080, -4.008730, -2.057450], [2.399080, -2.938730, -2.098450], [5.531080, 1.644270, 0.407550], [7.308080, -0.056730, 0.070550], [6.242080, -2.514730, -0.797450], [2.272080, -0.668730, -1.459450], [3.099080, 1.375270, -0.444450], [-1.414920, -0.268730, 5.916550], [-1.749920, 0.345270, 6.982550], [-0.788920, 0.360270, 4.866550], [-0.500920, -0.443730, 3.700550], [-0.562920, 1.726270, 4.838550], [-1.818920, -1.367730, 5.544550], [0.180080, -0.046730, 3.216550], [-1.086920, -0.905730, 3.205550], [-0.003920, -1.301730, 4.102550], [-1.087920, 2.306270, 3.977550], [0.554080, 2.094270, 4.799550], [-0.674920, 2.211270, 5.758550], [-0.612920, -1.409730, -6.445450], [-0.241920, -0.216730, -6.208450], [-0.624920, -2.242730, -5.419450], [-1.117920, -3.646730, -5.610450], [-0.166920, -1.874730, -4.060450], [-0.944920, -1.712730, -7.570450], [-1.120920, -3.713730, -6.751450], [-2.133920, -3.738730, -5.361450], [-0.755920, -4.494730, -5.300450], [-0.781920, -1.204730, -3.620450], [0.863080, -1.682730, -4.021450], [-0.202920, -2.683730, -3.374450]], "atomic_forces_ev_per_a": [[6.09, 2.56, 0.52], [1.92, 1.51, -1.46], [-3.23, 4.69, -1.53], [-2.98, -6.88, -2.72], [4.04, 3.15, -0.82], [-3.46, -1.25, 2.19], [-1.12, -3.34, -4.00], [0.83, 2.63, 3.14], [2.03, -7.43, -1.59], [0.07, -2.59, -1.89], [1.07, 1.16, 1.29], [0.28, -0.96, -0.42], [0.28, 1.21, 1.96], [-5.52, -4.31, -1.23], [-0.06, -1.11, 0.46], [2.26, -1.61, 0.92], [-0.25, 0.06, -0.43], [3.73, 3.85, 2.95], [-1.61, -0.09, 1.42], [0.13, 0.79, -0.46], [-1.07, 5.90, -4.44], [-0.77, 0.43, 3.79], [2.03, 0.48, 1.87], [-0.41, 1.00, 0.85], [0.99, 1.09, -0.41], [-1.48, -0.13, -0.08], [-0.71, -0.72, -0.97], [-0.99, -0.02, 0.69], [-1.59, -0.25, 0.49], [-1.67, -2.26, 2.33], [2.66, 2.66, -2.19], [-0.80, 0.88, 0.57], [-3.22, -0.45, 1.63], [2.55, -0.41, -2.27], [7.94, 0.42, 2.93], [1.84, -2.72, -0.09], [-5.83, -3.26, -1.96], [-4.48, 1.68, -3.67], [0.23, 5.01, 3.23], [3.37, -1.80, 1.04], [0.24, 2.07, 0.60], [-0.01, 0.74, 0.49], [-1.31, -1.56, -1.33], [-4.18, 1.81, -1.62], [0.39, -4.29, -0.39], [2.41, 1.77, 1.26], [-1.02, 0.20, -0.37], [0.38, -0.03, -0.21], [0.12, 2.11, -0.60], [4.54, -3.03, 10.12], [-0.55, -1.56, -1.12], [-1.39, -2.13, -1.86], [-0.38, -0.49, -4.05], [1.84, 7.89, 1.79], [-0.85, -2.06, 3.18], [-0.39, 3.16, -3.79], [0.25, -2.23, 0.21], [0.73, -0.37, 0.85], [-1.93, 2.67, -5.10], [-0.59, -2.27, 1.52], [-0.62, 2.43, -2.06], [-0.81, -4.36, 0.98], [-0.59, -5.24, -1.95], [-1.78, -0.54, 0.75], [-3.33, 4.72, -0.41], [1.24, 5.57, 2.46], [4.65, -1.69, 0.45], [1.84, -6.63, -2.92], [2.20, 2.08, 3.15], [-4.10, 1.63, -0.91], [2.40, -2.63, -1.19], [1.00, 2.15, 0.96], [-3.11, -1.30, -1.43], [1.38, -1.45, -0.15], [0.15, 0.48, 0.30], [-1.83, 2.89, 0.79], [-2.25, 1.61, 1.31], [1.20, -2.71, -3.35], [-1.64, -2.15, 0.68], [3.20, 0.69, 10.82], [2.51, 3.52, -2.00], [1.22, 2.26, 1.43], [6.06, 4.13, -5.02], [-9.03, -4.45, -6.55], [0.94, -0.82, 0.44], [0.61, -1.09, 1.46], [-1.34, -1.40, -0.86], [-1.58, 0.32, 1.53], [0.97, 4.26, -0.73], [-1.03, -2.47, -1.32], [-0.15, -3.96, 1.51], [-2.11, 5.50, -5.33], [0.52, -2.10, -1.92], [0.68, 0.11, 2.80], [-0.10, -0.36, 1.36], [-1.68, 0.38, 0.58], [3.65, -3.86, 2.45], [-1.57, 2.86, 0.97], [1.36, 1.22, -0.34], [-0.53, -1.55, 0.08]], "mulliken_charge": [-2.1355, 1.8376, -1.0436, -1.8812, -0.5845, 1.3829, 1.2305, -0.3936, -1.9992, -1.6788, -1.0683, 0.4385, 0.3974, 0.7304, 0.4705, 0.2813, 0.3512, 0.8992, 0.7695, -0.3204, 0.6538, 0.5826, 0.3256, 0.4311, 0.2918, 0.4409, 0.6464, -0.3942, 0.2296, 0.1708, 0.0850, -0.5968, -0.7474, 0.1935, -0.1651, -0.7216, -0.3961, -0.2184, -0.6635, -0.1305, 0.9468, -0.5782, -0.5750, 0.7763, 0.2037, 0.6335, 0.5042, 0.3911, -0.1209, -0.9661, -0.4722, -0.2609, 0.4226, -0.7512, 0.8741, -0.5239, -0.5494, 0.3201, 0.6662, 0.2705, 0.1900, 0.9110, -0.6957, -0.4609, -0.6599, -0.2781, 0.3534, -0.2639, 0.9899, -0.5570, -0.5474, 0.5667, 0.2563, 0.6060, 0.3142, 0.3161, 0.2482, -0.6301, 0.3338, -1.7164, -0.7782, 0.2169, -0.5958, 1.3095, 0.8077, 0.1569, 0.1471, 0.4508, 0.1781, -0.5915, 0.2713, -1.1646, -1.2965, 0.1798, 0.2718, 0.3849, 0.4493, 0.2744, 0.6334, 0.5056], "orbital_gap_ev": 4.8, "mol_weight_g_mol": 732.8, "fmax_ev_per_a": 12.01, "energy_ev": -69515.9299, "relative_energy_ev": 2.791, "homo_ev": -8.5}

Please write out number 2 again, unchanged.
{"formula": "C8H9NO2", "method": "ωB97M-V/def2-TZVPD", "elements": ["C", "C", "C", "C", "C", "C", "C", "C", "N", "O", "O", "H", "H", "H", "H", "H", "H", "H", "H", "H"], "positions_angstrom": [[-3.101570, 2.327988, 0.184357], [0.067638, 1.713252, -0.838661], [-2.948312, 1.162150, -0.327445], [0.572922, 0.779418, -0.261828], [0.822476, -1.237386, 1.145943], [3.375097, -1.562042, -0.120454], [-2.564807, 0.052415, -0.803284], [1.281790, -0.388977, -0.007116], [2.484149, -0.512069, -0.475552], [-0.492738, -1.244232, 1.391297], [1.457175, -2.086690, 1.715366], [-4.053311, 2.715023, 0.394783], [-0.060553, 2.734306, -1.012633], [4.270965, -1.280784, 0.488819], [2.890878, -2.515090, 0.293979], [3.771752, -1.887878, -1.087818], [-2.160712, -0.039139, -1.840428], [-2.541331, -0.919871, -0.402402], [-0.903046, -0.503650, 0.926869], [-2.168454, 2.693249, 0.636208]], "atomic_forces_ev_per_a": [[1.30, 0.01, 0.95], [1.04, -0.46, 1.36], [-0.27, 0.27, 0.38], [-0.99, 1.34, -2.12], [-0.76, -2.66, 0.12], [0.17, -2.85, -0.33], [1.02, -1.64, -3.21], [3.54, -1.14, 1.71], [-1.67, 1.07, 0.37], [-0.48, 0.98, -0.03], [0.54, 0.86, 0.13], [-0.95, 0.97, -0.02], [-0.68, 0.84, -0.58], [-1.06, 0.22, -0.33], [0.80, 1.64, -0.23], [0.40, 0.17, 0.04], [-0.57, 0.58, 0.62], [-0.33, -0.82, 1.29], [-0.41, 0.19, -0.09], [-0.66, 0.43, -0.02]], "mulliken_charge": [-0.7871, -0.6101, 0.5372, -0.2378, 0.8419, -0.7391, -0.9488, 0.6803, -0.4481, -0.4781, -0.5668, 0.2978, 0.4216, 0.2588, 0.2756, 0.3357, 0.2753, 0.4297, 0.2222, 0.2399], "orbital_gap_ev": 9.0, "mol_weight_g_mol": 151.2, "smiles": "C#C/C(=N/C)C(=O)O.C=C=C", "fmax_ev_per_a": 4.09, "energy_ev": -14021.2909, "relative_energy_ev": 5.602, "homo_ev": -9.8}

Question: What is the formula in the first record?
Answer: CH4N3O2

What did the second record say?
{"formula": "C8H9NO2", "method": "ωB97M-V/def2-TZVPD", "elements": ["C", "C", "C", "C", "C", "C", "C", "C", "N", "O", "O", "H", "H", "H", "H", "H", "H", "H", "H", "H"], "positions_angstrom": [[-3.101570, 2.327988, 0.184357], [0.067638, 1.713252, -0.838661], [-2.948312, 1.162150, -0.327445], [0.572922, 0.779418, -0.261828], [0.822476, -1.237386, 1.145943], [3.375097, -1.562042, -0.120454], [-2.564807, 0.052415, -0.803284], [1.281790, -0.388977, -0.007116], [2.484149, -0.512069, -0.475552], [-0.492738, -1.244232, 1.391297], [1.457175, -2.086690, 1.715366], [-4.053311, 2.715023, 0.394783], [-0.060553, 2.734306, -1.012633], [4.270965, -1.280784, 0.488819], [2.890878, -2.515090, 0.293979], [3.771752, -1.887878, -1.087818], [-2.160712, -0.039139, -1.840428], [-2.541331, -0.919871, -0.402402], [-0.903046, -0.503650, 0.926869], [-2.168454, 2.693249, 0.636208]], "atomic_forces_ev_per_a": [[1.30, 0.01, 0.95], [1.04, -0.46, 1.36], [-0.27, 0.27, 0.38], [-0.99, 1.34, -2.12], [-0.76, -2.66, 0.12], [0.17, -2.85, -0.33], [1.02, -1.64, -3.21], [3.54, -1.14, 1.71], [-1.67, 1.07, 0.37], [-0.48, 0.98, -0.03], [0.54, 0.86, 0.13], [-0.95, 0.97, -0.02], [-0.68, 0.84, -0.58], [-1.06, 0.22, -0.33], [0.80, 1.64, -0.23], [0.40, 0.17, 0.04], [-0.57, 0.58, 0.62], [-0.33, -0.82, 1.29], [-0.41, 0.19, -0.09], [-0.66, 0.43, -0.02]], "mulliken_charge": [-0.7871, -0.6101, 0.5372, -0.2378, 0.8419, -0.7391, -0.9488, 0.6803, -0.4481, -0.4781, -0.5668, 0.2978, 0.4216, 0.2588, 0.2756, 0.3357, 0.2753, 0.4297, 0.2222, 0.2399], "orbital_gap_ev": 9.0, "mol_weight_g_mol": 151.2, "smiles": "C#C/C(=N/C)C(=O)O.C=C=C", "fmax_ev_per_a": 4.09, "energy_ev": -14021.2909, "relative_energy_ev": 5.602, "homo_ev": -9.8}